# 1
# C4H10N2OS

One molecule with the formula C4H10N2OS in a non-equilibrium geometry (wB97M-V/def2-TZVPD, the Open Molecules 2025 dataset).

Summary:
Energy relative to the best compared isomer or geometry (same formula, charge and spin) (eV): 1.667
Kohn-Sham gap (eV): 10.1
SMILES string: C/N=C(\NS)[C@H](C)O
Charge: 0
HOMO (eV): -9.52

Last column: Löwdin charge in e.
Geometry (Å):
C -0.07647 -2.33538 0.75875  -0.140
N -0.46652 -0.93061 0.83546  0.027
C -0.28984 -0.11949 -0.11720  -0.415
N 0.33369 -0.37850 -1.35840  -0.355
S 1.94199 -0.97048 -1.46875  0.753
C -0.83943 1.31126 0.03360  -0.413
C 0.30341 2.28011 0.23381  -0.043
O -1.72778 1.38217 1.10840  -0.038
H 0.96205 -2.49976 1.07836  0.068
H -0.21738 -2.73389 -0.28416  0.074
H -0.72982 -2.94247 1.41794  0.074
H 0.22904 0.41609 -1.98654  0.065
H 1.61545 -2.19563 -1.89442  -0.148
H -1.32230 1.49482 -0.91345  0.136
H 0.90886 1.96356 1.09348  0.094
H -0.07949 3.30199 0.40726  0.092
H 0.95171 2.35022 -0.63652  0.070
H -1.49717 0.60598 1.69238  0.100

# 2
# C4H10N2OS

A 2-piece molecular cluster, C4H10N2OS overall in a non-equilibrium geometry (wB97M-V/def2-TZVPD, the Open Molecules 2025 dataset).

Summary:
Energy relative to the best compared isomer or geometry (same formula, charge and spin) (eV): 5.011
Kohn-Sham gap (eV): 8.3
Charge: 0
HOMO (eV): -7.59

Last column: Löwdin charge in e.
Geometry (Å):
C -0.48923 -0.46764 -1.03770  -0.072
C 2.12669 2.24508 1.00875  -0.114
C 1.04786 1.34239 1.49674  -0.224
C 1.16994 -0.11554 1.17471  -0.316
N -1.21021 -1.28947 -0.47909  -0.373
N -2.95712 -2.42180 -2.37942  -0.424
O 0.45316 -1.00322 1.54431  -0.012
S -2.84763 -2.12801 -0.78396  0.803
H -0.90126 0.15123 -1.82604  0.014
H 1.93894 2.75546 0.03360  0.092
H 3.05488 1.74550 1.01996  0.059
H 2.09421 3.16162 1.54567  0.059
H 0.16732 1.68054 1.09112  0.079
H 0.90418 1.46524 2.61564  0.145
H 2.02525 -0.33094 0.55244  0.106
H -2.36029 -3.11538 -2.82470  0.042
H -3.39923 -1.65332 -2.95446  0.061
H -0.81747 -2.02175 0.20243  0.076

# 3
# C4H10N2Si

A 2-piece molecular cluster, C4H10N2Si overall in a non-equilibrium geometry (wB97M-V/def2-TZVPD, the Open Molecules 2025 dataset).

Summary:
Energy relative to the best compared isomer or geometry (same formula, charge and spin) (eV): 3.577
Kohn-Sham gap (spin up / spin down) (eV): 7.0 / 7.0
Charge: 0
HOMO (spin up / spin down) (eV): -6.63 / -6.63

Last column: Löwdin charge in e.
Geometry (Å):
C -2.30779 -1.14662 0.46499  -0.251
C 1.55105 -1.71040 0.26785  -0.083
C -2.27345 -0.23512 -0.42737  -0.115
C 1.50152 -0.53725 0.85828  -0.240
N 0.46532 2.27045 0.70691  -0.051
N 0.83626 0.86311 -1.79249  -0.090
Si 0.55005 0.73026 -0.13669  0.558
H -3.04023 -1.86733 0.70102  0.013
H -1.52307 -1.40704 1.10493  -0.017
H 1.98584 -2.51504 0.83990  0.057
H 0.94116 -1.93244 -0.57931  0.049
H -2.99375 0.18557 -1.22110  0.021
H 1.61822 -0.35883 1.94981  0.075
H -0.21739 2.35122 1.36918  -0.020
H 0.62826 3.13494 0.31099  -0.010
H 1.58321 0.33109 -2.23075  0.033
H 0.69480 1.84343 -2.18615  0.072

- What is the formula in the third record?
  C4H10N2Si